Entry 1:
A 2-piece molecular cluster, C5H14N2O overall. Source: OMol25; level of theory: ωB97M-V/def2-TZVPD.

Gap between HOMO and LUMO (Ha): 0.385
SMILES: [H]/N=C(/C)[C@@H](C)N.CO
HOMO level (eV): -9.66
Total energy (eV): -10438.8591
Lowest unoccupied orbital energy (Ha): 0.0296

Geometry as XYZ:
```
22
C5H14N2O, DFT ωB97M-V/def2-TZVPD
C -0.7098 -0.6422 -1.0944
C -1.6166 -0.0808 -2.1826
C -1.3937 -1.0154 1.4004
C -1.0687 -0.0641 0.2791
N 0.6968 -0.3369 -1.3754
N -1.0503 1.2096 0.5319
H -0.8269 -1.7302 -1.0592
H 0.8263 0.6696 -1.4680
H 0.9571 -0.7351 -2.2775
H -0.7830 1.7383 -0.3030
H -1.5043 1.0037 -2.2930
H -2.6682 -0.2773 -1.9475
H -1.3939 -0.5398 -3.1519
H -0.5241 -1.1025 2.0575
H -2.2398 -0.6306 1.9766
H -1.6513 -2.0039 1.0136
C 2.5053 0.5968 1.3147
O 3.0429 1.1627 2.4968
H 2.2818 1.4181 3.0469
H 3.3226 0.3411 0.6364
H 1.9464 -0.3076 1.5660
H 1.8512 1.3265 0.8325
```

Taken from the Löwdin analysis, the atomic charges in e are:
1 C -0.4198
2 C -0.0715
3 C -0.0401
4 C -0.3851
5 N 0.0417
6 N 0.1374
7 H 0.1283
8 H 0.0680
9 H 0.0775
10 H 0.0365
11 H 0.0738
12 H 0.0818
13 H 0.0774
14 H 0.0764
15 H 0.0814
16 H 0.0714
17 C -0.1849
18 O -0.1323
19 H 0.0816
20 H 0.0798
21 H 0.0646
22 H 0.0561

=====

Entry 2:
C16H41AsN6O9P3SeV as an isolated structure. Source: OMol25; level of theory: ωB97M-V/def2-TZVPD.

Spin multiplicity: 3
Gap between HOMO and LUMO (alpha / beta) (Ha): 0.298 / 0.324
Charge: +2
HOMO level (alpha / beta) (eV): -12.83 / -12.91
Total energy (eV): -224362.9778
Lowest unoccupied orbital energy (alpha / beta) (Ha): -0.1739 / -0.1499

Geometry as XYZ:
```
78
C16H41AsN6O9P3SeV, DFT ωB97M-V/def2-TZVPD
V -0.2517 -0.3052 -0.3767
C 1.8646 -2.3598 2.9777
C 1.2519 -0.9853 3.2249
O 1.4849 -0.5423 4.5664
P 1.9601 0.3136 2.1700
O 3.4482 -0.0495 1.7644
O 2.0457 1.5872 3.0963
O 1.1972 0.5650 0.9179
P -0.5585 -1.0502 2.8898
O -1.0352 0.4757 3.1774
O -1.1702 -1.9904 3.8376
O -0.6972 -1.2456 1.3906
H 2.9154 -2.3624 3.2667
H 1.7878 -2.6423 1.9290
H 1.3286 -3.0956 3.5776
H 0.9536 -1.0928 5.1615
H 4.0976 -0.0016 2.4799
H 1.8479 1.3511 4.0234
H -1.4085 0.5327 4.0681
C 3.6365 2.8022 -0.0675
N 2.6068 3.3841 -0.9159
C 2.3543 4.7381 -1.0121
C 1.3831 4.8961 -1.9347
N 1.0517 3.6349 -2.3889
C 0.0856 3.3363 -3.4356
C 1.8107 2.7096 -1.7690
Se 1.7937 0.8894 -2.1412
H 4.6087 3.2023 -0.3488
H 3.6257 1.7264 -0.2117
H 3.4297 3.0399 0.9748
H 2.8940 5.4624 -0.4280
H 0.9153 5.7857 -2.3180
H -0.4825 4.2387 -3.6478
H -0.5771 2.5421 -3.0953
H 0.6030 3.0134 -4.3372
N 1.5635 -4.1690 -0.5522
C 2.7411 -3.4621 -0.6076
C 2.3829 -2.1506 -0.6179
N 1.0070 -2.0562 -0.5614
C 0.5463 -3.2910 -0.5211
H 1.4731 -5.1716 -0.5102
H 3.7026 -3.9430 -0.6330
H 3.0059 -1.2744 -0.6583
H -0.4947 -3.5668 -0.4627
C -0.3792 3.4334 1.5109
P -1.6378 2.7584 0.4386
C -2.1219 4.0573 -0.6953
C -3.0865 2.4124 1.4349
O -1.1715 1.5322 -0.3222
H -0.7331 4.3547 1.9754
H 0.5128 3.6431 0.9189
H -0.1304 2.7036 2.2788
H -2.5817 4.8780 -0.1433
H -2.8408 3.6672 -1.4158
H -1.2477 4.4360 -1.2212
H -3.3784 3.2951 2.0049
H -2.8590 1.6008 2.1244
H -3.9173 2.1307 0.7859
N -2.7039 -2.1794 -0.2467
N -2.4201 -0.7790 -0.3467
H -3.7079 -2.3264 -0.1973
H -2.3131 -2.4682 0.6457
H -2.8802 -0.2435 0.3855
H -2.7271 -0.4508 -1.2545
C -0.8870 -0.4430 -5.0981
As -0.4527 -1.6009 -3.6440
C 1.3603 -2.1664 -3.8875
C -1.5542 -3.1708 -3.6912
O -0.8199 -0.7555 -2.2393
H -0.7344 -0.9583 -6.0452
H -0.2286 0.4219 -5.0336
H -1.9255 -0.1313 -5.0082
H 1.4039 -2.6497 -4.8646
H 1.6429 -2.8795 -3.1173
H 2.0301 -1.3097 -3.8731
H -1.9841 -3.2998 -4.6829
H -2.3399 -3.0444 -2.9484
H -0.9541 -4.0447 -3.4441
```

Taken from the Löwdin analysis, the atomic charges in e are:
1 V 0.8682
2 C -0.0347
3 C -0.5705
4 O -0.0579
5 P 0.5201
6 O -0.0827
7 O -0.0839
8 O -0.3676
9 P 0.3521
10 O -0.1440
11 O -0.2390
12 O -0.3895
13 H 0.0967
14 H 0.0599
15 H 0.0999
16 H 0.1220
17 H 0.1209
18 H 0.1018
19 H 0.1022
20 C -0.0076
21 N -0.1077
22 C -0.0283
23 C -0.0356
24 N -0.1211
25 C -0.0326
26 C -0.6392
27 Se 0.8123
28 H 0.1101
29 H 0.0426
30 H 0.0954
31 H 0.1387
32 H 0.1359
33 H 0.1002
34 H 0.0731
35 H 0.0965
36 N 0.0982
37 C -0.0572
38 C -0.1589
39 N -0.0483
40 C -0.1676
41 H 0.1714
42 H 0.1310
43 H 0.0756
44 H 0.1306
45 C -0.1327
46 P 0.6250
47 C -0.1420
48 C -0.1493
49 O -0.4367
50 H 0.0783
51 H 0.0479
52 H 0.0320
53 H 0.0745
54 H 0.0725
55 H 0.0296
56 H 0.0743
57 H 0.0380
58 H 0.0686
59 N 0.0077
60 N -0.1281
61 H 0.0961
62 H 0.0645
63 H 0.0938
64 H 0.0946
65 C -0.1757
66 As 1.0423
67 C -0.1919
68 C -0.1732
69 O -0.6424
70 H 0.0560
71 H 0.0312
72 H 0.0537
73 H 0.0610
74 H 0.0226
75 H 0.0013
76 H 0.0509
77 H 0.0307
78 H 0.0434

=====

Entry 3:
C6H9FO as an isolated structure. Source: OMol25; level of theory: ωB97M-V/def2-TZVPD.

Gap between HOMO and LUMO (Ha): 0.350
HOMO level (eV): -8.71
Total energy (eV): -11127.1779
Lowest unoccupied orbital energy (Ha): 0.0297

Geometry as XYZ:
```
17
C6H9FO, DFT ωB97M-V/def2-TZVPD
C 0.9714 1.8495 -0.4437
C -0.6236 0.1390 0.0317
C -1.9095 0.2683 0.0740
C 0.1103 -1.1111 -0.3236
C 1.4083 -1.3694 -0.2224
C 2.5216 -0.7377 0.3265
H 1.6622 1.1040 -0.7743
H 0.5179 2.6259 -1.2163
H 1.8200 2.4688 0.0275
H -2.4842 1.2593 -0.1420
H -0.7154 -1.7665 -0.6479
H 1.6083 -2.5765 -0.3385
H 3.4809 -0.8587 -0.3627
H 2.1036 0.5342 0.4161
H 2.4617 -1.1254 1.5210
O 0.0490 1.3317 0.5522
F -2.8575 -0.7278 0.0495
```

Taken from the Löwdin analysis, the atomic charges in e are:
1 C -0.1415
2 C -0.2525
3 C -0.0833
4 C -0.0501
5 C -0.2839
6 C -0.1511
7 H 0.0196
8 H 0.1351
9 H 0.1088
10 H 0.1655
11 H 0.1191
12 H 0.1563
13 H 0.1213
14 H 0.1160
15 H 0.1631
16 O -0.1326
17 F -0.0100

=====

Entry 4:
A 16-piece molecular cluster, C16H64N32O16 overall. Source: OMol25; level of theory: ωB97M-V/def2-TZVPD.

Gap between HOMO and LUMO (Ha): 0.284
HOMO level (eV): -8.54
Total energy (eV): -98090.3021
Lowest unoccupied orbital energy (Ha): -0.0299

Geometry as XYZ:
```
128
C16H64N32O16, DFT ωB97M-V/def2-TZVPD
C -0.4293 0.2138 4.1447
O 0.1085 0.8626 3.2306
N -0.5494 0.6482 5.3917
N -1.0888 -0.9365 3.9800
H -1.4127 0.3713 5.8296
H -0.2998 1.5861 5.6670
H -1.1163 -1.1915 2.9923
H -1.9518 -1.1206 4.4607
C 3.9687 -0.0396 4.6673
O 4.2477 -1.2012 4.9605
N 3.1955 0.0855 3.5751
N 4.4942 1.1150 5.1725
H 2.5346 -0.5959 3.2313
H 3.2772 1.0160 3.1827
H 4.0426 1.9811 4.9148
H 5.2447 1.1596 5.8375
C -2.7665 2.8243 0.9310
O -2.3283 2.6389 -0.2026
N -2.2437 2.3383 2.0653
N -3.7442 3.7150 1.2114
H -2.6671 2.6915 2.9013
H -1.5660 1.6046 1.9072
H -3.9365 4.0104 2.1493
H -4.1398 4.1319 0.3846
C 3.2188 -0.9750 -3.8034
O 2.3638 -1.8578 -3.8976
N 3.1413 0.2044 -3.1632
N 4.3877 -1.0993 -4.4333
H 3.8525 0.9124 -3.1742
H 2.3419 0.4739 -2.6118
H 5.0247 -0.3505 -4.2312
H 4.5649 -1.8969 -5.0167
C -1.0969 2.1319 -4.3117
O -0.1346 1.5022 -4.7555
N -1.2980 3.4529 -4.5184
N -2.0266 1.5735 -3.5238
H -2.0585 4.0160 -4.1843
H -0.6158 3.8968 -5.1106
H -2.0113 0.5776 -3.4063
H -2.7929 2.1809 -3.2907
C 1.3735 -4.3914 -1.9173
O 1.7338 -4.8118 -0.8100
N 1.9457 -4.8989 -3.0336
N 0.5108 -3.4257 -2.2545
H 1.8713 -4.3307 -3.8632
H 2.6745 -5.5910 -3.0532
H 0.9540 -2.7285 -2.8435
H -0.2020 -3.1985 -1.5776
C 1.5415 3.1216 -1.3741
O 1.9336 1.9336 -1.3792
N 2.4216 4.1195 -1.2603
N 0.2608 3.5263 -1.4315
H 2.0646 5.0564 -1.1867
H 3.3666 3.9437 -0.9576
H 0.0549 4.5037 -1.3448
H -0.4329 2.7937 -1.3859
C 2.2965 3.7945 3.7214
O 3.3050 3.1263 3.4193
N 2.3183 5.0261 4.2875
N 1.0769 3.3728 3.4554
H 3.2611 5.3679 4.3939
H 1.5244 5.5742 4.5584
H 0.2810 3.9156 3.7392
H 0.9913 2.3803 3.2372
C -0.6244 -0.4297 0.1280
O -1.4744 -0.8943 0.9186
N 0.4784 0.1123 0.5765
N -0.7770 -0.5600 -1.1964
H 1.3943 0.1494 0.1526
H 0.3395 0.4077 1.5386
H -1.4609 -1.1931 -1.5831
H 0.0103 -0.2301 -1.7355
C -4.8797 -2.3703 -5.0903
O -5.0794 -2.1110 -6.2700
N -3.6506 -2.2668 -4.5333
N -5.8231 -2.8907 -4.2893
H -3.3595 -2.2914 -3.5599
H -3.0530 -1.7376 -5.1507
H -5.5226 -3.2602 -3.4044
H -6.7853 -2.8665 -4.5732
C -5.8789 -0.1877 1.8508
O -6.8143 -0.1268 1.0809
N -6.0169 -0.7101 3.1108
N -4.6130 0.1853 1.5728
H -5.2475 -0.7345 3.7540
H -6.9664 -0.8716 3.4001
H -3.7086 -0.0283 1.9593
H -4.5459 0.4749 0.6064
C -4.7688 0.9241 -2.1634
O -5.3786 0.3362 -3.0377
N -4.9460 2.1871 -1.7846
N -3.6739 0.3618 -1.5998
H -5.5728 2.7545 -2.3304
H -4.4457 2.5469 -0.9939
H -3.1000 0.8806 -0.9430
H -3.5199 -0.6068 -1.8381
C 4.1523 -1.6715 0.0559
O 3.4909 -0.6579 -0.2648
N 4.2052 -2.7622 -0.7252
N 4.7926 -1.7449 1.2284
H 3.5234 -2.6995 -1.4690
H 4.5350 -3.6880 -0.5121
H 4.8242 -0.8663 1.7232
H 5.1122 -2.6603 1.4931
C 0.9722 -3.0431 2.4846
O -0.1512 -3.5215 2.7447
N 1.6879 -3.1162 1.3867
N 1.5293 -2.3207 3.4714
H 2.3816 -2.4544 1.0891
H 1.3496 -3.8557 0.7798
H 0.9742 -2.0874 4.2778
H 2.4930 -2.0616 3.6105
C -2.8187 -3.5074 -1.1619
O -3.0089 -2.5511 -1.8988
N -3.0383 -4.7935 -1.5428
N -2.1438 -3.4805 0.0093
H -3.0197 -5.5579 -0.8927
H -3.4809 -4.9262 -2.4386
H -2.1162 -4.2887 0.6055
H -2.0423 -2.5426 0.3913
C 5.4656 2.0855 0.2764
O 6.4103 2.6400 0.8545
N 5.5896 1.4309 -0.8751
N 4.2004 2.2299 0.7541
H 6.5076 1.0908 -1.1007
H 4.6802 1.0328 -1.0761
H 3.4217 1.9277 0.1814
H 4.1247 2.6368 1.6756
```

Atom charges from the Löwdin analysis, given in e for atoms 1 to 99:
1 C -0.6545
2 O -0.0504
3 N 0.1823
4 N 0.1853
5 H 0.1079
6 H 0.1105
7 H 0.0795
8 H 0.1180
9 C -0.6754
10 O -0.0057
11 N 0.1508
12 N 0.1759
13 H 0.0501
14 H 0.0614
15 H 0.0595
16 H 0.1064
17 C -0.6848
18 O 0.0020
19 N 0.1901
20 N 0.1682
21 H 0.1055
22 H 0.0800
23 H 0.1028
24 H 0.1076
25 C -0.6763
26 O -0.0039
27 N 0.1816
28 N 0.1607
29 H 0.0946
30 H 0.0579
31 H 0.0984
32 H 0.1136
33 C -0.7099
34 O 0.0085
35 N 0.1467
36 N 0.1744
37 H 0.0937
38 H 0.1040
39 H 0.0887
40 H 0.0817
41 C -0.6778
42 O -0.0151
43 N 0.1566
44 N 0.1756
45 H 0.0886
46 H 0.1043
47 H 0.0620
48 H 0.0669
49 C -0.6333
50 O -0.0424
51 N 0.1731
52 N 0.1938
53 H 0.1009
54 H 0.0996
55 H 0.1040
56 H 0.0746
57 C -0.6539
58 O -0.0318
59 N 0.1635
60 N 0.1817
61 H 0.1136
62 H 0.1001
63 H 0.1025
64 H 0.0631
65 C -0.6748
66 O -0.0513
67 N 0.2188
68 N 0.2182
69 H 0.0756
70 H 0.0551
71 H 0.0647
72 H 0.1060
73 C -0.7235
74 O 0.0054
75 N 0.1549
76 N 0.1597
77 H 0.0291
78 H 0.1022
79 H 0.0855
80 H 0.1062
81 C -0.7019
82 O 0.0474
83 N 0.1364
84 N 0.1689
85 H 0.0790
86 H 0.1007
87 H 0.0743
88 H 0.0645
89 C -0.7272
90 O 0.0477
91 N 0.1753
92 N 0.1462
93 H 0.1165
94 H 0.0469
95 H 0.0536
96 H 0.0629
97 C -0.6991
98 O -0.0343
99 N 0.1964

=====

Across the entries above, energy relative to the best compared isomer or geometry (same formula, charge and spin) takes the values 209.27 14.22 475.98 289.19 kJ/mol, respectively.